107
Properties=species:S:1:pos:R:3 method="wB97M-V/def2-TZVPD" e_lumo_ev=-8.5 gap_ev=5.554 energy_ha=-7939.3051 total_charge=+3
Zr 0.273 2.147 0.057
C -0.314 5.012 0.858
N -0.060 3.776 1.640
C -1.234 3.437 2.484
C -2.370 2.946 1.639
C -3.659 2.927 2.122
C -4.659 2.378 1.335
C -4.332 1.883 0.080
C -3.027 1.958 -0.340
N -2.050 2.483 0.419
C 1.143 3.933 2.498
C 1.806 2.611 2.724
C 2.366 2.293 3.934
C 3.128 1.136 4.042
C 3.307 0.352 2.918
C 2.669 0.705 1.749
N 1.905 1.811 1.632
C 0.719 5.170 -0.236
C 0.956 6.399 -0.811
C 1.913 6.497 -1.810
C 2.613 5.360 -2.193
C 2.315 4.165 -1.584
N 1.375 4.055 -0.624
H -0.312 5.888 1.506
H -1.304 4.944 0.414
H -1.540 4.300 3.075
H -0.947 2.640 3.165
H -3.874 3.326 3.106
H -5.680 2.343 1.694
H -5.084 1.448 -0.567
H -2.740 1.597 -1.315
H 0.892 4.408 3.442
H 1.856 4.576 1.987
H 2.237 2.955 4.782
H 3.583 0.862 4.988
H 3.909 -0.541 2.942
H 2.785 0.098 0.871
H 0.409 7.272 -0.472
H 2.125 7.456 -2.271
H 3.383 5.400 -2.954
H 2.842 3.262 -1.853
Se 2.489 -3.276 2.849
P 0.420 -3.189 2.497
C -0.610 -3.238 3.972
C -0.018 -3.431 5.214
C -0.820 -3.555 6.343
C -2.199 -3.483 6.225
C -2.791 -3.292 4.980
C -2.000 -3.176 3.850
C -0.282 -4.446 1.407
C 0.113 -5.764 1.635
C -0.437 -6.789 0.882
C -1.382 -6.504 -0.099
C -1.780 -5.194 -0.325
C -1.234 -4.160 0.429
C 0.006 -1.602 1.676
C 0.268 -1.064 0.421
N -0.261 0.184 0.459
N -0.748 0.436 1.684
N -0.595 -0.619 2.418
P 1.179 -1.365 -1.128
Se 1.815 0.660 -1.714
C 0.003 -2.027 -2.316
C -1.249 -1.409 -2.415
C -2.199 -1.913 -3.286
C -1.901 -3.027 -4.067
C -0.653 -3.625 -3.988
C 0.307 -3.127 -3.113
C 2.580 -2.444 -0.972
C 2.368 -3.801 -0.702
C 3.453 -4.655 -0.630
C 4.739 -4.162 -0.812
C 4.949 -2.812 -1.072
C 3.871 -1.947 -1.159
H 1.061 -3.490 5.290
H -0.365 -3.718 7.313
H -2.823 -3.586 7.106
H -3.870 -3.252 4.893
H -2.461 -3.055 2.875
H 0.859 -5.980 2.393
H -0.134 -7.814 1.061
H -1.816 -7.309 -0.682
H -2.524 -4.973 -1.083
H -1.563 -3.143 0.252
H -1.474 -0.544 -1.809
H -3.172 -1.445 -3.364
H -2.648 -3.425 -4.745
H -0.419 -4.480 -4.609
H 1.287 -3.583 -3.072
H 1.368 -4.186 -0.550
H 3.292 -5.706 -0.420
H 5.587 -4.835 -0.750
H 5.954 -2.436 -1.214
H 4.033 -0.900 -1.380
N -0.619 2.642 -1.967
C -0.806 2.795 -3.090
C -0.996 2.957 -4.489
C -1.575 4.143 -4.965
C -1.767 4.294 -6.323
C -1.389 3.275 -7.194
C -0.815 2.101 -6.716
C -0.614 1.931 -5.362
H -1.865 4.923 -4.271
H -2.213 5.203 -6.708
H -1.545 3.399 -8.259
H -0.523 1.319 -7.406
H -0.163 1.025 -4.972